No. 1
{"formula": "C6H11NO2", "method": "wB97M-V/def2-TZVPD", "relative_energy_kcal_mol": 135.5, "gap_ev": 9.306, "smiles": "C[C@]12COC[C@]1(O)[C@@H]2N", "homo_ev": -8.600, "elements": ["C", "C", "C", "O", "C", "C", "O", "C", "N", "H", "H", "H", "H", "H", "H", "H", "H", "H", "H", "H"], "positions_angstrom": [[0.475, 1.699, 0.156], [0.150, 0.295, -0.480], [-1.207, 0.386, -1.118], [-2.163, 0.254, 0.056], [-1.447, -0.169, 1.171], [-0.180, -0.814, 0.467], [-0.811, -1.826, -0.388], [1.173, -0.703, -0.301], [2.359, -0.325, 0.271], [1.093, 2.224, -0.557], [-0.381, 2.296, 0.185], [1.088, 1.515, 1.066], [-1.634, -0.328, -1.761], [-1.440, 1.314, -1.609], [-2.023, -0.957, 1.674], [-1.196, 0.539, 1.887], [-0.680, -2.592, 0.195], [1.129, -1.719, -0.899], [2.819, 0.120, -0.520], [2.874, -1.211, 0.505]], "forces_ev_per_angstrom": [[1.9, -2.5, -0.4], [-1.7, 2.8, -1.0], [-1.6, 0.8, 0.2], [0.6, 1.4, -0.9], [1.1, -3.0, -0.6], [-1.4, -0.5, 0.4], [-0.1, -1.2, 1.5], [-1.6, -4.0, -0.3], [2.5, -0.6, 0.2], [0.6, 0.1, -0.3], [-1.5, 0.6, 0.9], [-0.9, 0.7, -0.4], [0.5, -1.3, -0.9], [0.2, 0.8, 0.2], [0.1, 0.1, -0.1], [0.5, 1.8, 1.1], [-0.4, -0.1, -0.6], [0.4, 2.5, 0.8], [0.9, 0.1, 0.4], [-0.4, 1.5, -0.3]]}


No. 2
{"formula": "C21H30Cl6F4O18", "method": "wB97M-V/def2-TZVPD", "gap_ev": 10.870, "smiles": "O=C1OC[C@@H](F)O1.O=C1OC[C@@H](F)O1.O=C1OC[C@@H](F)O1.O=C1OC[C@@H](F)O1.COC(=O)OC.COC(=O)OC.ClCCl.ClCCl.ClCCl", "homo_ev": -10.491, "elements": ["O", "C", "O", "C", "C", "F", "O", "H", "H", "H", "O", "C", "O", "C", "C", "F", "O", "H", "H", "H", "O", "C", "O", "C", "C", "F", "O", "H", "H", "H", "O", "C", "O", "C", "C", "F", "O", "H", "H", "H", "C", "O", "C", "O", "O", "C", "H", "H", "H", "H", "H", "H", "C", "O", "C", "O", "O", "C", "H", "H", "H", "H", "H", "H", "Cl", "C", "Cl", "H", "H", "Cl", "C", "Cl", "H", "H", "Cl", "C", "Cl", "H", "H"], "positions_angstrom": [[-0.368, 1.279, -0.500], [-0.433, 0.154, -0.172], [-1.410, -0.375, 0.583], [-0.862, -1.543, 1.201], [0.221, -2.006, 0.252], [-0.170, -2.878, -0.706], [0.521, -0.776, -0.413], [-0.510, -1.313, 2.213], [-1.673, -2.253, 1.392], [1.043, -2.418, 0.845], [-2.713, 1.593, 2.347], [-3.380, 0.700, 2.722], [-4.575, 0.366, 2.204], [-5.048, -0.836, 2.819], [-4.042, -1.100, 3.954], [-3.411, -2.332, 3.755], [-3.050, -0.110, 3.773], [-6.078, -0.709, 3.145], [-5.039, -1.666, 2.112], [-4.521, -1.087, 4.932], [-0.480, -5.774, -0.706], [-0.991, -5.661, -1.741], [-2.207, -5.106, -1.930], [-2.546, -5.211, -3.310], [-1.278, -5.678, -3.966], [-0.603, -4.592, -4.531], [-0.521, -6.174, -2.907], [-3.310, -5.993, -3.413], [-2.984, -4.310, -3.725], [-1.325, -6.384, -4.790], [-6.208, -2.267, -2.738], [-5.178, -1.701, -2.782], [-4.916, -0.453, -2.351], [-3.496, -0.300, -2.196], [-2.965, -1.318, -3.207], [-1.858, -1.995, -2.740], [-4.014, -2.301, -3.171], [-3.217, 0.720, -2.443], [-3.168, -0.469, -1.170], [-2.797, -0.915, -4.205], [3.495, 0.931, 0.661], [4.193, 1.330, 1.831], [3.928, 0.741, 2.976], [3.127, -0.134, 3.186], [4.753, 1.227, 3.879], [4.468, 0.948, 5.256], [3.981, 1.498, -0.122], [2.452, 1.233, 0.710], [3.473, -0.154, 0.589], [4.797, -0.073, 5.450], [3.411, 1.089, 5.474], [5.040, 1.637, 5.867], [4.852, 5.346, -3.408], [4.800, 4.681, -2.161], [3.692, 4.780, -1.458], [2.663, 5.304, -1.814], [3.850, 4.133, -0.321], [2.832, 4.331, 0.662], [5.197, 6.382, -3.292], [3.865, 5.520, -3.852], [5.483, 4.832, -4.122], [1.894, 3.889, 0.336], [2.700, 5.401, 0.818], [3.192, 3.849, 1.563], [4.223, -4.766, 4.617], [3.786, -3.178, 4.013], [2.148, -3.117, 3.342], [3.783, -2.394, 4.763], [4.476, -2.838, 3.249], [-2.210, 5.460, 1.802], [-1.798, 4.408, 0.411], [-3.186, 4.423, -0.714], [-0.943, 4.842, -0.082], [-1.721, 3.391, 0.769], [0.324, 0.406, -4.865], [-0.134, 1.711, -3.750], [-1.828, 2.213, -3.916], [0.074, 1.323, -2.765], [0.429, 2.589, -4.021]], "forces_ev_per_angstrom": [[0.0, 1.4, -1.0], [0.1, -1.4, 1.1], [0.1, -0.1, 0.1], [-1.4, -0.7, 0.6], [-0.3, 0.7, 0.3], [-0.1, -0.1, 0.3], [0.8, -0.4, 0.2], [0.5, 0.3, -0.3], [0.1, -0.1, -0.5], [0.3, 0.2, -0.7], [0.4, 0.5, -0.1], [-0.3, 0.0, 0.0], [0.0, -0.5, 0.1], [0.1, -0.2, -0.1], [0.3, -0.4, -1.1], [-0.6, 0.8, 0.3], [-0.8, -0.4, 0.4], [0.1, 0.2, 0.2], [0.2, 0.1, -0.1], [0.6, 0.0, 0.2], [1.3, -0.2, 2.0], [-1.5, -0.1, -1.1], [0.1, 0.5, -0.5], [-1.1, -0.9, -0.1], [0.9, 0.8, -0.6], [-0.1, -0.1, 0.3], [0.2, 0.0, -0.6], [0.1, 0.0, 0.1], [0.4, 0.3, 0.2], [-0.3, -0.3, 0.3], [-0.8, 0.0, -0.3], [1.1, -0.3, 0.7], [-0.1, 0.1, 0.2], [0.2, 0.6, -0.6], [-0.2, -1.0, 1.6], [-0.3, 0.8, -0.5], [0.2, 0.7, -0.9], [-0.2, 0.0, -0.1], [-0.2, -0.5, 0.0], [0.2, -0.3, 0.0], [-0.7, -0.1, 0.3], [0.4, 0.6, 0.0], [0.0, -0.7, 0.2], [-0.5, -0.1, -0.3], [0.5, 1.1, 0.7], [0.1, -0.4, -0.3], [0.1, -0.5, -0.3], [-0.2, 0.2, 0.1], [0.4, 0.0, -0.4], [-0.3, 0.0, 0.3], [0.0, -0.2, -0.1], [0.2, 0.1, -0.2], [-0.8, 1.6, -0.8], [1.0, -0.3, -0.3], [-1.4, 0.0, -0.5], [0.2, 0.2, 0.1], [0.6, -0.3, 0.6], [-0.1, 0.2, -0.1], [0.4, -0.3, 0.3], [0.0, -0.7, 0.2], [0.1, -0.4, 0.3], [-0.1, 0.0, 0.0], [-0.1, -0.1, 0.1], [0.0, 0.0, 0.0], [0.0, 0.2, 0.1], [-0.1, 0.9, -0.2], [-0.2, -0.4, -0.1], [0.1, -0.4, 0.5], [0.0, -0.4, -0.2], [0.3, -0.2, -0.1], [-1.2, 0.4, 0.3], [0.3, -0.1, -0.1], [0.2, -0.2, -0.1], [0.4, 0.0, 0.0], [-0.2, 0.0, -0.1], [0.0, -0.1, -0.5], [0.1, -0.1, 0.0], [-0.2, 0.4, 0.2], [0.3, 0.0, 0.2]]}


No. 3
{"formula": "C4H5N2", "method": "wB97M-V/def2-TZVPD", "relative_energy_kcal_mol": 83.7, "gap_ev": [8.040, 8.041], "homo_ev": [-15.436, -15.437], "total_charge": 1, "elements": ["C", "C", "C", "C", "N", "N", "H", "H", "H", "H", "H"], "positions_angstrom": [[0.188, 1.217, -0.498], [0.924, 0.377, 1.541], [-0.675, 0.227, -0.980], [-1.308, -0.777, -1.424], [0.821, 1.342, 0.579], [0.582, -0.789, 1.219], [0.358, 1.860, -1.305], [1.482, 0.809, 2.351], [-1.064, -1.697, -1.001], [-2.055, -0.924, -2.196], [0.747, -1.646, 1.714]], "forces_ev_per_angstrom": [[-0.8, -0.4, -0.2], [0.1, -1.2, 0.0], [0.4, -1.9, 1.8], [-1.0, 1.2, -1.4], [0.4, 1.9, -0.8], [-0.5, 0.1, -1.3], [0.5, 1.8, -1.1], [0.0, -0.6, 1.1], [0.7, -1.6, 1.2], [-0.1, 0.7, -0.2], [0.2, 0.1, 1.0]]}


No. 4
{"formula": "C21H27N3O8S", "method": "wB97M-V/def2-TZVPD", "relative_energy_kcal_mol": 5.9, "gap_ev": 9.050, "smiles": "COc1ccc(S(=O)(=O)N2CCCO[C@@H]2CNC(=O)C(=O)NCCc2ccco2)cc1OC", "homo_ev": -8.432, "elements": ["C", "O", "C", "C", "C", "C", "S", "O", "O", "N", "C", "C", "C", "O", "C", "C", "N", "C", "O", "C", "O", "N", "C", "C", "C", "C", "C", "C", "O", "C", "C", "O", "C", "H", "H", "H", "H", "H", "H", "H", "H", "H", "H", "H", "H", "H", "H", "H", "H", "H", "H", "H", "H", "H", "H", "H", "H", "H", "H", "H"], "positions_angstrom": [[-4.004, -3.796, -0.342], [-3.247, -2.976, 0.516], [-2.082, -2.456, 0.057], [-1.534, -2.703, -1.192], [-0.340, -2.101, -1.571], [0.288, -1.251, -0.692], [1.759, -0.378, -1.180], [1.465, 1.024, -1.297], [2.343, -1.011, -2.333], [2.743, -0.531, 0.177], [3.091, -1.892, 0.527], [4.192, -2.447, -0.384], [5.267, -1.356, -0.552], [5.089, -0.303, 0.381], [3.888, 0.374, 0.177], [3.728, 1.435, 1.287], [2.813, 2.463, 0.881], [1.481, 2.328, 0.976], [0.894, 1.560, 1.720], [0.752, 3.298, 0.049], [1.322, 4.243, -0.466], [-0.534, 2.974, -0.119], [-1.379, 3.602, -1.102], [-2.828, 3.681, -0.607], [-3.474, 2.337, -0.568], [-4.277, 1.701, -1.467], [-4.589, 0.440, -0.902], [-3.952, 0.399, 0.297], [-3.268, 1.540, 0.505], [-0.229, -0.989, 0.567], [-1.410, -1.592, 0.961], [-2.004, -1.414, 2.163], [-1.377, -0.553, 3.092], [-3.462, -4.709, -0.608], [-4.291, -3.264, -1.254], [-4.898, -4.060, 0.220], [-2.031, -3.360, -1.886], [0.098, -2.282, -2.538], [3.432, -1.883, 1.567], [2.181, -2.489, 0.454], [3.767, -2.691, -1.356], [4.610, -3.349, 0.061], [6.270, -1.738, -0.359], [5.226, -0.944, -1.569], [3.896, 0.887, -0.804], [4.709, 1.864, 1.499], [3.329, 0.955, 2.183], [3.105, 3.110, 0.156], [-0.853, 2.116, 0.310], [-0.974, 4.602, -1.274], [-1.340, 3.043, -2.045], [-2.837, 4.118, 0.393], [-3.398, 4.323, -1.279], [-4.614, 2.086, -2.408], [-5.210, -0.321, -1.328], [-3.912, -0.348, 1.063], [0.302, -0.303, 1.204], [-2.043, -0.525, 3.953], [-0.401, -0.941, 3.395], [-1.248, 0.454, 2.691]], "forces_ev_per_angstrom": [[-0.1, -0.2, -0.2], [0.3, 0.3, 0.2], [0.0, 0.1, 0.2], [-0.2, 0.0, 0.1], [0.2, 0.1, -0.1], [0.5, 0.1, -0.2], [0.0, -0.1, 0.2], [0.0, 0.0, -0.1], [-0.1, -0.3, 0.0], [-1.0, 0.0, -0.8], [0.2, -0.6, 0.0], [0.0, 0.2, 0.2], [0.1, -0.3, -0.3], [-0.2, 0.0, 0.3], [0.1, 1.2, -0.1], [0.3, -0.5, 0.0], [0.1, 0.2, -0.3], [0.2, 0.2, 0.4], [-0.1, 0.1, 0.1], [-0.3, 0.1, 0.0], [0.2, 0.0, -0.1], [-0.2, -0.2, 0.2], [0.0, 0.4, -0.1], [0.3, -0.3, 0.0], [-0.5, 0.3, -0.8], [0.4, 0.4, 0.3], [0.2, -0.2, 0.5], [-0.6, -0.6, -0.5], [0.3, 0.3, 0.4], [-0.3, 0.0, 0.4], [0.1, -0.1, -0.2], [-0.2, -0.3, -0.3], [0.1, 0.2, 0.2], [0.0, 0.0, 0.0], [0.0, 0.0, 0.0], [0.0, 0.0, -0.1], [-0.1, -0.1, 0.0], [0.0, -0.1, -0.1], [-0.2, -0.1, -0.1], [0.1, -0.1, 0.2], [0.1, -0.1, 0.1], [0.0, 0.0, 0.0], [-0.1, 0.0, -0.1], [0.1, 0.0, 0.1], [0.2, 0.0, 0.2], [-0.1, 0.0, 0.0], [0.1, 0.0, 0.0], [-0.1, 0.0, 0.1], [0.1, 0.0, 0.1], [-0.1, -0.1, 0.0], [0.0, 0.1, 0.0], [0.0, 0.1, 0.0], [0.0, 0.0, 0.0], [0.0, 0.2, -0.2], [-0.1, -0.2, 0.0], [0.1, -0.1, 0.2], [0.0, 0.1, 0.2], [0.1, 0.0, 0.0], [0.0, 0.0, 0.0], [0.0, 0.0, 0.0]]}


Calculated E_tot, -11980.3929 -145123.5402 -7196.9206 -53899.9625 eV (same order as the records).